11
Properties=species:S:1:pos:R:3:forces:R:3 method="wB97M-V/def2-TZVPD" relative_energy_kcal_mol=53.48
C 1.0777 0.5644 0.2466 -0.4 0.4 -0.2
N -2.0704 -0.4439 0.3767 0.1 -0.7 0.5
N -2.6379 0.3902 -0.3224 -0.4 -0.4 -0.5
H -2.4493 -1.4131 0.2322 0.3 0.5 0.1
H 0.2107 0.7992 -0.4034 0.6 -0.1 0.2
N 1.9180 -0.5002 -0.3250 0.1 0.2 0.4
H 1.6162 1.5085 0.4587 -0.2 -0.4 0.0
H -3.3472 -0.0953 -0.9066 -0.1 0.5 -0.1
H 2.4564 -0.8977 0.4416 0.0 0.0 -0.3
H 0.6216 0.2043 1.1726 0.2 0.1 -0.1
H 2.6043 -0.1163 -0.9711 -0.2 0.0 0.1


11
Properties=species:S:1:pos:R:3:forces:R:3 method="wB97M-V/def2-TZVPD" smiles="[H]/N=C/N.N" relative_energy_kcal_mol=8.01
N 0.2902 0.5247 0.2976 0.3 0.9 0.3
H -2.2207 -0.8216 1.2874 -0.1 0.2 -0.1
H 1.2480 -1.0766 -0.5897 -0.2 -0.1 0.3
N 2.2654 0.6733 -0.9442 -0.3 -0.1 0.4
H -0.3650 0.0060 0.8345 0.0 -0.8 0.0
C 1.3399 -0.0055 -0.3907 -0.3 -0.5 -0.8
H 0.3793 1.4662 0.6322 0.2 0.3 -0.2
H -2.9078 -1.2531 -0.1628 0.4 -0.3 0.1
H 2.7821 0.0128 -1.5135 0.4 0.2 0.0
H -3.5953 -0.0861 0.6641 0.3 0.0 0.5
N -3.0886 -0.9606 0.7896 -0.6 0.1 -0.4


15
Properties=species:S:1:pos:R:3:forces:R:3 method="wB97M-V/def2-TZVPD" total_charge=+1 spin_multiplicity=3 energy_ev=-21042.7357
H -1.0439 -1.7586 -0.2780 0.8 -0.7 -0.5
H 2.4364 1.6081 -0.9221 -0.3 5.6 -0.8
C -1.5116 0.2235 -0.2006 -0.9 -4.3 -2.0
O 2.4767 0.7363 -0.7895 0.7 -6.2 -0.4
N -1.7685 -1.0967 -0.2104 -0.5 2.6 0.2
H 2.3216 -1.7136 -0.6022 0.0 -0.4 -0.2
H -3.3689 1.0862 -0.3375 0.1 -0.4 0.6
H -2.0773 2.0036 0.2724 0.4 1.4 -0.2
P 1.4330 0.0728 0.1501 0.1 1.6 1.1
N 0.0678 0.9502 0.0312 3.1 0.1 1.6
N -2.4016 1.1240 -0.0241 -2.2 0.7 0.0
H -2.7157 -1.3982 -0.2485 -0.8 -0.7 0.4
O 2.0498 0.2206 1.5998 -0.8 -0.4 -0.4
H 2.6127 -0.5518 1.7086 0.4 -0.3 0.9
O 1.4897 -1.5065 -0.1492 -0.1 1.4 -0.2


13
Properties=species:S:1:pos:R:3:forces:R:3 method="wB97M-V/def2-TZVPD" total_charge=+1 smiles="NC(N)=[NH+][PH2]=O" relative_energy_kcal_mol=0.00
C -0.7484 0.1422 0.0131 -0.2 -0.1 0.1
N -1.1350 -1.1644 0.2219 0.0 0.7 0.2
H 2.5185 -0.0882 1.6279 -0.4 -0.2 0.2
N 0.3059 0.6597 0.6268 0.1 -0.5 -1.1
H -1.9312 -1.3097 0.8148 -0.2 -0.3 0.0
N -1.4789 0.9731 -0.7810 -0.5 -0.7 0.6
H -1.0676 1.0947 -1.7033 0.3 0.8 0.1
H 0.3505 1.6679 0.4777 0.3 0.1 -0.1
P 1.9094 -0.0508 0.3702 1.3 0.1 0.4
H -2.4159 0.6037 -0.8724 -0.2 0.0 -0.4
O 2.6196 0.7871 -0.5843 -0.1 0.3 -0.5
H -0.6294 -1.9454 -0.1460 0.2 -0.2 0.1
H 1.7026 -1.3700 -0.0655 -0.5 0.0 0.4


12
Properties=species:S:1:pos:R:3:forces:R:3 method="wB97M-V/def2-TZVPD" relative_energy_kcal_mol=113.04
H 2.5703 1.7962 0.4658 -0.1 -0.4 0.5
N -2.3895 0.0439 0.4944 -3.4 0.3 1.7
S 0.0220 0.8081 -0.3701 2.0 -1.1 -0.4
N -1.6883 0.7790 -0.2395 1.5 -0.6 -0.8
H 2.3430 0.1907 0.9698 0.2 0.0 1.1
H -2.0728 -0.8686 0.6985 1.1 -1.0 -0.3
H -0.2209 -1.5993 0.4879 1.6 1.3 -1.3
H 1.2010 -1.1672 -0.7193 2.4 -0.4 0.4
H -0.2746 -1.4915 -1.2253 -1.5 -0.1 -1.7
H -2.0382 1.6956 -0.3353 -0.7 1.3 -0.2
C 0.2204 -1.0255 -0.4371 -2.3 0.4 2.6
N 2.3275 0.8385 0.2102 -0.9 0.3 -1.7


13
Properties=species:S:1:pos:R:3:forces:R:3 method="wB97M-V/def2-TZVPD" total_charge=+1 smiles="NO[NH+]=C(N)N" relative_energy_kcal_mol=19.20
H -2.0255 -1.6062 -0.0005 0.0 0.0 0.0
H 0.3920 1.5779 0.5678 -0.1 -0.1 0.0
C -0.7298 -0.0603 0.2711 0.4 0.0 0.1
N 2.5855 0.1931 -0.3265 -2.6 -0.7 0.9
N 0.3534 -0.8648 0.3043 -0.6 -0.3 -0.8
H 0.2885 -1.8523 0.0756 0.0 0.2 0.1
H 3.2727 0.5795 0.3156 0.0 -0.2 0.3
N -1.9204 -0.6072 0.0639 -0.1 0.0 -0.1
H -2.7603 -0.0524 0.0537 0.1 0.0 -0.1
H 2.9748 -0.6500 -0.7488 0.0 -0.1 0.3
H -1.3135 1.8915 0.4746 0.0 -0.1 0.0
N -0.5529 1.2322 0.4572 0.2 0.1 0.1
O 1.4936 -0.4411 0.8204 2.8 1.2 -0.9


13
Properties=species:S:1:pos:R:3:forces:R:3 method="wB97M-V/def2-TZVPD" smiles="N=C(NN)NN" relative_energy_kcal_mol=19.72
N -0.7019 -2.2264 0.1352 2.1 -0.6 1.5
H 0.5013 2.9145 0.3663 0.8 -0.9 -0.8
H -1.1558 1.5342 -0.3440 0.6 0.6 -0.2
N 0.9051 -0.4130 0.9218 -2.6 1.4 -2.1
H 1.4407 2.4542 -1.0579 -2.0 -0.9 2.5
N -0.9398 -0.9710 -0.4613 1.0 1.0 1.7
N 0.8897 2.0946 -0.1566 0.5 2.6 -1.4
H 0.3052 -2.1065 0.6010 -2.0 -0.6 -1.7
H -1.1793 -2.1637 1.0287 -0.8 -0.3 -0.1
H -0.9117 -0.9981 -1.4468 -0.2 -0.2 -1.2
N -0.1880 1.2566 -0.5184 0.3 -1.8 0.2
C -0.0135 -0.0473 0.0333 1.7 -0.2 1.5
H 1.3250 0.4638 1.2078 0.6 0.0 0.0


14
Properties=species:S:1:pos:R:3:forces:R:3 method="wB97M-V/def2-TZVPD" relative_energy_kcal_mol=74.83
H 1.7899 -1.7835 0.7028 -0.3 1.4 -1.8
N 1.2941 1.1594 -0.3704 0.6 0.0 -1.8
H 1.0741 2.1242 -0.3608 -0.8 0.4 0.7
N 1.7732 -0.9683 0.0127 0.8 -1.9 1.9
H -2.1866 -0.6179 -0.4792 -1.2 0.5 0.1
H 1.3985 0.7816 -1.3070 0.0 0.6 0.1
H -3.4978 0.6296 0.0895 -0.5 0.1 0.2
H 1.4656 -1.2327 -0.9071 -0.2 -0.6 -0.1
C 0.9861 0.1194 0.4986 0.9 -1.1 -1.0
N -2.5665 0.3592 -0.1372 1.7 -1.4 -0.4
N -1.5945 0.8671 0.5331 2.8 -2.2 0.1
O -0.8800 -1.3653 -0.2247 1.1 1.8 0.7
H 1.4091 0.2800 1.4725 -1.1 0.5 1.0
N -0.4652 -0.3530 0.4772 -3.9 1.9 0.3


14
Properties=species:S:1:pos:R:3:forces:R:3 method="wB97M-V/def2-TZVPD" relative_energy_kcal_mol=86.77
H -0.5672 1.7046 -0.0723 1.7 0.9 1.3
N -0.4320 0.1067 -1.1581 -2.1 1.9 -0.4
H 2.1993 0.6367 0.8670 -1.7 -0.2 -1.2
N 1.2224 0.7195 0.4576 0.0 -0.5 0.8
C 0.9018 -0.0921 -0.7317 1.4 -1.6 2.3
H 0.5738 0.2715 1.1364 0.8 0.7 0.0
H -3.1402 0.8792 1.2314 0.5 -0.6 -0.1
H 0.4237 -1.9851 0.2686 -0.2 0.4 -0.8
N -2.1645 0.5290 0.9374 -1.5 1.4 1.4
O -1.0556 1.2713 -0.7412 0.4 -1.4 -3.7
H 1.1320 -1.9561 -1.3216 -0.2 -1.6 -0.8
H 1.6596 -0.0309 -1.5250 -0.3 1.0 -0.1
N -1.7423 -0.5191 1.1011 0.1 -1.5 0.4
N 0.9891 -1.5351 -0.4497 1.1 1.2 1.0


14
Properties=species:S:1:pos:R:3:forces:R:3 method="wB97M-V/def2-TZVPD" total_charge=+1 relative_energy_kcal_mol=153.44
C 1.3137 0.3360 -0.0723 -1.9 2.1 0.2
H -1.7501 1.2555 -0.9400 -1.3 -0.7 -3.3
N 3.5961 -0.2175 0.0134 1.5 -0.3 0.5
H -1.3578 -0.2291 1.3083 0.1 -0.7 -0.2
H -1.7111 1.8565 0.5135 0.7 -1.7 0.3
N 2.5210 0.0271 -0.4325 1.1 0.0 -3.2
N 0.6131 -0.5411 0.4396 -3.9 -3.5 1.5
N -1.3403 1.0948 -0.0992 1.4 1.9 2.9
N -1.7876 -1.0978 -0.5031 0.8 -2.4 -1.8
H 3.5758 -0.0636 1.0107 0.5 0.0 1.3
H 0.8377 1.2478 -0.3605 0.1 1.1 -0.6
H -2.3035 -1.8613 -0.0428 0.5 0.8 0.4
H -1.1022 -1.5888 -1.1503 -0.9 1.0 1.0
N -1.1048 -0.2186 0.3152 1.5 2.4 0.8